{"formula": "C8H16Cl2N2OPd", "method": "the ωB97M-V functional and the def2-TZVPD basis", "spin_multiplicity": 5, "s_squared": 6.013, "gap_ev": [4.41, 7.06], "homo_energy_ev": [-4.15, -9.65], "elements": ["Pd", "Cl", "Cl", "C", "H", "H", "C", "C", "H", "C", "H", "C", "H", "H", "C", "H", "H", "C", "H", "H", "H", "H", "N", "C", "N", "O", "H", "H", "H", "H"], "positions_angstrom": [[-1.7377, 1.5573, 1.4162], [-1.5463, 3.4393, 0.2895], [-1.9620, 2.5643, 3.5604], [2.1278, -0.7434, -0.7669], [2.6152, -1.4796, -0.1275], [2.5513, 0.2537, -0.6467], [0.6251, -0.8098, -0.6841], [1.8774, -1.1578, -2.0826], [0.2214, -1.7462, -0.2626], [1.7310, -0.2044, -3.1790], [1.9041, -2.2316, -2.2796], [1.4350, 1.2417, -2.7167], [2.6719, -0.2085, -3.7462], [0.9515, -0.5275, -3.8835], [0.1315, 1.4084, -1.9424], [2.2701, 1.6085, -2.1118], [1.3856, 1.8891, -3.6018], [-0.2703, 0.3055, -0.9239], [0.1316, 2.3621, -1.3967], [-0.7010, 1.5069, -2.6533], [-0.4833, 0.8159, 0.0733], [-1.2576, -0.0824, -1.2308], [-1.7477, -2.3151, 3.2302], [-1.8229, -0.9539, 3.2005], [-1.9240, -0.3164, 4.3558], [-1.7990, -0.4148, 2.0437], [-1.7742, -2.8116, 4.1132], [-1.6917, -2.8106, 2.3652], [-1.9705, 0.7193, 4.3717], [-1.9422, -0.8586, 5.2163]], "forces_ev_per_a": [[-0.367, 0.647, 0.730], [-0.069, 0.599, -0.583], [-0.070, 0.171, 0.237], [-1.264, 0.272, 1.598], [-0.090, 0.091, -0.033], [-0.142, -0.077, 0.061], [-2.445, -0.043, 5.257], [4.770, -2.494, -5.467], [0.078, 0.662, -0.304], [-0.227, 0.691, -0.401], [-0.226, 0.391, -0.167], [0.223, -0.251, -0.224], [-0.072, 0.230, -0.304], [0.016, -0.010, -0.010], [-0.488, 0.313, 0.244], [-0.008, -0.019, -0.150], [0.102, -0.104, 0.188], [-0.894, 0.536, 0.066], [0.167, -0.187, -0.303], [0.214, -0.103, 0.080], [0.546, -0.300, -0.941], [0.278, -0.038, 0.237], [-0.060, 0.419, 0.840], [0.086, -0.562, -1.535], [-0.024, 0.031, 0.616], [-0.114, -0.821, 1.503], [0.024, 0.074, -0.540], [0.018, -0.091, -0.171], [0.034, -0.475, -0.077], [0.004, 0.449, -0.447]], "lowdin_charge": [0.49, -0.05, -0.08, -0.15, 0.12, 0.12, -0.13, -0.22, 0.11, -0.20, 0.12, -0.20, 0.11, 0.12, -0.20, 0.10, 0.11, -0.23, 0.04, 0.11, 0.01, 0.12, 0.17, -0.61, 0.14, -0.18, 0.11, 0.11, -0.07, 0.12]}

{"formula": "C30H35N7W", "method": "the ωB97M-V functional and the def2-TZVPD basis", "spin_multiplicity": 3, "s_squared": 2.032, "charge": 4, "gap_ev": [7.06, 6.48], "homo_energy_ev": [-18.98, -19.20], "e_above_lowest_kcal_mol": 14.6, "elements": ["W", "N", "C", "C", "C", "N", "C", "C", "N", "C", "H", "H", "H", "H", "H", "H", "H", "H", "H", "H", "H", "H", "H", "H", "H", "H", "C", "C", "N", "C", "C", "C", "C", "C", "C", "C", "C", "C", "N", "C", "H", "H", "H", "H", "H", "H", "H", "H", "C", "N", "C", "C", "C", "C", "C", "N", "C", "C", "C", "C", "C", "C", "H", "H", "H", "H", "H", "H", "H", "H", "H", "H", "H"], "positions_angstrom": [[0.4332, -0.0475, 0.1975], [-2.1829, -4.5195, 3.3294], [-1.4665, -3.1764, 3.1553], [-2.0139, -2.3801, 1.9788], [-1.5949, -2.8947, 0.5851], [-1.2202, -1.7351, -0.2824], [-0.4304, -3.8734, 0.6254], [0.6143, -3.4317, 1.6223], [1.2128, -2.1386, 1.1354], [0.0540, -3.3555, 3.0561], [-3.1900, -4.3900, 3.4718], [-1.8359, -5.0158, 4.1574], [-2.0695, -5.1537, 2.5351], [-1.7070, -2.6462, 4.0738], [-1.5994, -1.3803, 2.1165], [-3.0990, -2.2734, 2.0452], [-2.4430, -3.3878, 0.1094], [-2.0699, -1.2090, -0.4677], [-0.9385, -2.1081, -1.1892], [0.0089, -3.9727, -0.3723], [-0.7723, -4.8825, 0.8709], [1.4279, -4.1556, 1.6283], [1.7356, -2.4088, 0.3033], [1.9323, -1.8614, 1.8010], [0.5182, -2.5292, 3.5985], [0.3633, -4.2550, 3.5943], [0.8959, 0.9617, 4.4730], [1.0823, 0.4286, 3.2003], [0.1614, 0.5207, 2.2419], [-0.9842, 1.2151, 2.5107], [-1.2511, 1.7795, 3.7550], [-0.2726, 1.6271, 4.7602], [-2.4720, 2.5165, 3.9434], [-3.3302, 2.7067, 2.9187], [-3.0420, 2.1769, 1.6130], [-3.8469, 2.4195, 0.4805], [-3.4695, 1.9199, -0.7456], [-2.3038, 1.1658, -0.8407], [-1.5382, 0.8936, 0.2177], [-1.8884, 1.4159, 1.4287], [1.6811, 0.8614, 5.2110], [2.0130, -0.0595, 2.9426], [-0.4364, 2.0577, 5.7422], [-2.6802, 2.9365, 4.9202], [-4.2385, 3.2808, 3.0588], [-4.7472, 3.0171, 0.5769], [-4.0546, 2.1114, -1.6357], [-1.9798, 0.7753, -1.7986], [3.2765, -1.0036, -0.6404], [2.5420, 0.0803, 0.0319], [3.0744, 1.3042, -0.0452], [2.2076, 2.3568, -0.0057], [2.3404, 3.7501, -0.0762], [1.0524, 4.2620, -0.1465], [0.1752, 3.1812, -0.1175], [0.8470, 2.0044, -0.0318], [2.3828, -1.5910, -1.7092], [1.1509, -0.9956, -2.0120], [0.3403, -1.5036, -3.0369], [0.7246, -2.6408, -3.7183], [1.9365, -3.2566, -3.3963], [2.7525, -2.7394, -2.3970], [3.5985, -1.7682, 0.0687], [4.1875, -0.6179, -1.0979], [4.1389, 1.4373, -0.2132], [3.2694, 4.3037, -0.0885], [0.7686, 5.3003, -0.2266], [-0.9004, 3.2318, -0.1799], [0.9442, 0.0649, -1.7517], [-0.5581, -0.9746, -3.3394], [0.1103, -3.0280, -4.5215], [2.2607, -4.1288, -3.9514], [3.7027, -3.2156, -2.1774]], "forces_ev_per_a": [[-0.560, -1.043, 0.642], [0.027, 0.073, -0.011], [0.053, -0.026, -0.015], [-0.090, -0.117, -0.113], [0.008, 0.010, 0.068], [0.263, 0.327, 0.127], [-0.030, -0.058, -0.041], [-0.056, 0.052, 0.097], [0.105, 0.508, -0.172], [0.007, -0.036, -0.033], [-0.019, 0.018, -0.007], [0.022, 0.002, 0.022], [0.005, -0.011, -0.006], [-0.028, -0.029, 0.067], [-0.017, 0.052, 0.037], [0.010, 0.015, -0.002], [-0.036, 0.019, -0.064], [-0.037, -0.012, -0.009], [0.006, -0.059, -0.038], [-0.023, -0.034, 0.000], [0.009, 0.027, -0.008], [0.072, -0.004, -0.001], [0.056, -0.147, 0.040], [0.017, -0.010, 0.013], [-0.011, -0.004, 0.004], [0.017, 0.031, 0.013], [0.035, -0.003, 0.075], [0.001, -0.017, 0.015], [-0.033, 0.065, 0.050], [0.074, -0.049, -0.111], [-0.037, 0.092, 0.215], [-0.088, 0.053, 0.026], [0.063, -0.014, 0.073], [-0.057, 0.017, -0.086], [-0.188, 0.110, 0.036], [-0.040, 0.053, 0.075], [-0.071, 0.030, -0.047], [-0.026, -0.056, 0.026], [0.126, 0.307, 0.042], [0.051, -0.121, -0.099], [-0.015, 0.003, -0.018], [0.040, 0.009, 0.002], [0.009, -0.011, -0.032], [0.018, -0.011, -0.021], [0.028, -0.017, -0.015], [0.023, -0.026, 0.000], [0.012, -0.008, 0.019], [0.030, 0.004, -0.036], [-0.013, 0.146, -0.076], [-0.160, -0.009, 0.013], [0.187, -0.213, -0.051], [-0.196, 0.162, 0.029], [0.003, 0.174, 0.001], [0.039, 0.089, 0.027], [0.041, -0.005, 0.061], [0.022, -0.303, -0.174], [0.005, 0.017, 0.023], [0.005, -0.059, -0.311], [-0.050, 0.053, -0.016], [0.018, -0.094, -0.022], [-0.005, 0.017, -0.001], [0.019, -0.136, -0.022], [0.071, -0.045, 0.012], [0.050, 0.036, 0.003], [0.015, -0.059, 0.044], [-0.059, -0.038, 0.007], [0.010, -0.048, -0.013], [0.045, 0.012, -0.020], [0.218, 0.332, -0.349], [0.023, -0.012, 0.019], [0.046, 0.004, 0.006], [-0.021, 0.013, 0.026], [-0.040, 0.008, -0.020]], "lowdin_charge": [1.73, 0.26, -0.24, -0.07, -0.29, 0.01, -0.09, -0.28, 0.02, -0.06, 0.19, 0.19, 0.17, 0.16, 0.10, 0.14, 0.16, 0.09, 0.08, 0.14, 0.14, 0.16, 0.06, 0.09, 0.13, 0.14, 0.02, -0.09, -0.06, -0.16, -0.10, 0.08, 0.04, 0.04, -0.10, 0.08, 0.02, -0.10, -0.10, -0.17, 0.14, 0.12, 0.15, 0.15, 0.15, 0.15, 0.14, 0.13, -0.14, -0.17, -0.02, -0.28, 0.07, 0.01, -0.07, -0.10, -0.22, -0.18, -0.07, -0.02, 0.01, 0.01, 0.13, 0.15, 0.17, 0.15, 0.13, 0.12, 0.08, 0.12, 0.14, 0.14, 0.14]}

{"formula": "C9H19F4N3O9PtS4", "method": "the ωB97M-V functional and the def2-TZVPD basis", "spin_multiplicity": 3, "s_squared": 2.010, "gap_ev": [8.96, 7.05], "homo_energy_ev": [-10.88, -10.95], "elements": ["Pt", "N", "S", "O", "O", "F", "S", "O", "O", "F", "N", "S", "O", "O", "F", "S", "O", "O", "F", "C", "C", "C", "C", "C", "C", "N", "O", "C", "C", "C", "H", "H", "H", "H", "H", "H", "H", "H", "H", "H", "H", "H", "H", "H", "H", "H", "H", "H", "H"], "positions_angstrom": [[-13.9095, 9.0501, -25.7550], [-14.2934, 6.9848, -25.5977], [-13.6623, 5.6228, -25.8511], [-13.8375, 5.0182, -27.1775], [-13.0735, 4.9780, -24.7380], [-12.3127, 6.4600, -26.3021], [-15.8478, 6.2316, -25.5500], [-15.8779, 5.0790, -24.6178], [-16.5920, 6.2890, -26.7689], [-16.5452, 7.2682, -24.6157], [-15.4386, 10.4327, -25.2516], [-16.2606, 11.4712, -26.2915], [-16.7978, 12.7605, -25.7888], [-16.9934, 10.7973, -27.3438], [-14.9399, 11.8480, -27.0853], [-16.5332, 10.6251, -24.1989], [-17.9543, 10.2103, -24.4723], [-16.3438, 11.7763, -23.2641], [-15.9016, 9.4710, -23.2665], [-10.7018, 9.1240, -22.4006], [-12.1339, 9.3196, -22.9788], [-12.8284, 10.4516, -22.2513], [-12.6341, 11.9298, -22.6242], [-12.6009, 12.0631, -24.2238], [-11.6054, 11.0756, -24.9013], [-12.0505, 9.7287, -24.4501], [-11.6593, 8.7210, -25.2666], [-11.7128, 11.2367, -26.4746], [-10.0832, 11.3916, -24.4833], [-12.8657, 8.0477, -22.6751], [-10.3914, 8.1387, -22.7482], [-10.7621, 8.8929, -21.3371], [-10.0186, 9.9670, -22.5038], [-13.9084, 10.3044, -22.2360], [-12.6019, 10.4842, -21.1856], [-11.6125, 12.1944, -22.3512], [-13.3503, 12.5770, -22.1179], [-12.3641, 13.0447, -24.6344], [-13.6006, 11.9117, -24.6310], [-11.2507, 12.2025, -26.6788], [-11.2853, 10.4368, -27.0791], [-12.7563, 11.1958, -26.7870], [-9.4229, 10.5244, -24.4834], [-9.6355, 12.1214, -25.1580], [-9.9962, 11.8325, -23.4903], [-13.9446, 8.0660, -22.8291], [-12.8227, 7.6320, -21.6684], [-12.5782, 7.3222, -23.4361], [-10.7643, 8.5139, -24.9877]], "forces_ev_per_a": [[0.005, 0.249, 0.694], [-5.987, 0.535, 0.857], [9.989, -2.275, -4.865], [-1.773, 0.078, 3.004], [-1.285, -1.078, 0.682], [1.094, 0.148, -0.227], [-4.541, 0.463, 2.937], [1.024, 1.789, -3.066], [1.286, -0.267, 0.816], [0.086, 0.851, -0.252], [-0.439, 1.676, -3.234], [-1.222, 3.227, -6.355], [1.878, -3.735, -0.533], [0.748, 0.317, 2.179], [0.440, 0.469, 0.304], [-5.046, -0.550, 10.704], [4.709, 1.164, -0.137], [-0.303, -2.488, -2.989], [-0.609, -0.297, -0.177], [-0.515, -0.586, 0.070], [1.209, 1.935, 1.540], [-1.609, 1.756, 1.062], [1.684, -0.559, -2.833], [-0.220, 0.047, 0.673], [0.865, 0.842, 0.214], [-2.664, 0.100, 0.567], [1.413, -0.742, -0.415], [-0.283, -0.794, 1.338], [-0.823, -0.085, -0.119], [-1.374, -1.261, -1.818], [0.926, 0.235, -0.596], [-0.431, 0.405, 0.124], [-0.005, -0.493, -0.263], [-0.076, -0.325, -0.404], [0.348, -0.824, 0.099], [-0.110, 0.409, 0.504], [0.022, -0.121, -0.300], [0.315, 0.308, 0.575], [-0.021, -0.407, 0.093], [-0.318, -0.130, -0.353], [0.700, 0.116, 0.372], [-0.294, 0.590, 0.080], [-0.173, -0.152, -0.242], [-0.272, -0.061, -0.185], [-0.242, -0.092, -0.017], [-0.172, 0.733, -0.182], [0.901, 0.358, -0.036], [0.407, -0.599, 0.467], [0.758, -0.878, -0.355]], "lowdin_charge": [1.24, -0.42, 0.46, -0.22, -0.22, -0.28, 0.57, -0.24, -0.21, -0.17, -0.44, 0.57, -0.23, -0.24, -0.20, 0.51, -0.24, -0.28, -0.22, -0.01, -0.45, -0.14, -0.11, -0.10, -0.42, -0.13, -0.08, -0.01, 0.00, -0.03, 0.09, 0.10, 0.07, 0.10, 0.13, 0.09, 0.12, 0.13, 0.07, 0.10, 0.09, 0.04, 0.08, 0.08, 0.07, 0.07, 0.12, 0.07, 0.13]}

{"formula": "C9H18Cl2F5NO3PS", "method": "the ωB97M-V functional and the def2-TZVPD basis", "charge": -1, "gap_ev": 7.70, "homo_energy_ev": -5.06, "elements": ["C", "C", "Cl", "C", "Cl", "P", "O", "O", "S", "C", "F", "F", "C", "F", "F", "F", "H", "H", "H", "H", "H", "H", "H", "C", "C", "C", "O", "C", "N", "H", "H", "H", "H", "H", "H", "H", "H", "H", "H", "H"], "positions_angstrom": [[1.8443, -0.5594, 2.5316], [1.6845, 0.8730, 1.9267], [0.9818, 2.1946, 3.0102], [2.0818, 1.1703, 0.6269], [1.8607, 2.9602, 0.1663], [2.8448, 0.0976, -0.7363], [1.7945, 0.9152, -1.8835], [3.9339, -0.7459, 0.3448], [1.3197, -1.4406, -0.6376], [3.7154, -0.9405, -2.1958], [5.0155, -1.3369, -1.7285], [3.0486, -2.1739, -2.4511], [3.9756, -0.1127, -3.5226], [4.4964, 1.1732, -3.3268], [5.0008, -0.8007, -4.2428], [2.8892, -0.1055, -4.4238], [2.9226, -0.9287, 2.6386], [1.5106, -0.4577, 3.6313], [1.1450, -1.3572, 2.1219], [3.8809, 1.0867, -0.8805], [2.2601, 1.6649, -2.2986], [3.5785, -1.6423, 0.5303], [0.0812, -0.9256, -0.9722], [-2.6108, 1.2649, 1.1829], [-3.1472, 0.7001, -0.1296], [-4.5920, 0.1711, -0.0288], [-4.7103, -1.0975, 0.6067], [-4.7241, -1.0475, 2.0227], [-2.2243, -0.3327, -0.6134], [-2.3432, 0.4843, 1.8973], [-1.7064, 1.8514, 1.0010], [-3.3448, 1.9246, 1.6547], [-3.1512, 1.5209, -0.8552], [-4.9682, 0.0239, -1.0462], [-5.2568, 0.9046, 0.4455], [-5.2303, -0.1529, 2.3982], [-3.7060, -1.0999, 2.4128], [-5.2610, -1.9267, 2.3853], [-2.5305, -0.6398, -1.5348], [-2.3590, -1.1569, -0.0278]], "forces_ev_per_a": [[-0.645, 0.404, 2.514], [0.988, -0.217, -2.228], [0.629, -1.621, -0.771], [-1.433, 1.265, 3.256], [0.408, -1.538, 0.228], [0.770, 0.988, -0.796], [0.884, -0.304, -0.241], [-1.826, -0.255, 0.142], [-1.657, -0.906, 0.621], [0.576, -0.846, 0.947], [-1.704, 0.660, -1.660], [1.822, 2.053, -0.883], [1.160, -1.411, -2.210], [-1.602, -2.421, -0.358], [-1.651, 1.364, 0.929], [2.193, 0.554, 2.174], [-1.536, 0.683, -0.754], [0.422, -0.088, -1.455], [1.145, 1.240, -0.013], [-0.217, -0.279, -0.019], [-0.265, -0.349, 0.466], [0.331, 0.748, -0.142], [1.168, 0.318, 0.289], [0.121, 0.255, 0.022], [0.073, -0.208, 0.367], [0.106, -0.048, -0.323], [-0.224, 0.381, 0.080], [0.118, -0.329, -0.111], [-0.437, -0.130, -0.151], [-0.026, -0.011, -0.085], [-0.040, -0.139, -0.007], [-0.001, -0.039, 0.004], [-0.074, -0.096, -0.044], [0.028, -0.116, 0.045], [0.066, 0.000, 0.148], [0.083, 0.043, -0.036], [-0.038, 0.160, 0.171], [-0.025, 0.032, -0.104], [0.148, 0.086, -0.018], [0.163, 0.119, 0.007]], "lowdin_charge": [-0.18, -0.69, 0.46, -0.64, 0.47, 0.30, -0.42, -0.34, 0.58, -0.39, -0.03, -0.09, -0.38, 0.08, 0.04, 0.08, 0.08, 0.06, 0.04, 0.05, 0.02, 0.02, -0.17, -0.06, -0.42, -0.21, -0.19, -0.11, 0.04, 0.07, 0.07, 0.08, 0.14, 0.12, 0.11, 0.09, 0.08, 0.08, 0.08, 0.08]}